1.
Entry from the Open Molecules 2025 dataset: C25H51NO4 in the gas phase at a distorted geometry (ωB97M-V/def2-TZVPD).

Structure (XYZ):
```
81
C25H51NO4, DFT ωB97M-V/def2-TZVPD
C -0.13 1.87 -0.64
C -0.45 0.60 -1.62
N -1.85 0.11 -1.67
C -2.39 -0.38 -0.30
C -1.28 -1.18 0.59
C -1.82 -2.31 1.62
C -0.58 -3.43 1.77
C 0.55 -3.00 2.87
C 2.03 -3.31 2.21
C 2.79 -1.95 1.63
C 3.79 -2.27 0.36
C 4.57 -0.92 -0.23
C 3.41 0.09 -0.87
C 3.90 0.82 -2.27
C 3.66 2.45 -2.30
C 2.40 2.90 -3.30
O 1.83 4.17 -2.77
C 0.47 4.41 -3.29
O -2.99 0.81 0.30
C -3.40 0.65 1.69
O -4.39 -0.18 2.13
C -2.73 1.54 2.94
C -1.77 2.77 2.43
C -0.20 2.60 2.99
O 0.24 1.20 3.06
C 1.58 1.05 3.63
C -3.68 -1.34 -0.78
C -4.83 -0.50 -1.61
C -3.13 -2.60 -1.72
C -3.28 -2.33 -3.33
H 0.11 1.51 0.45
H -1.03 2.62 -0.72
H 0.82 2.48 -1.04
H 0.38 -0.24 -1.43
H -0.19 0.99 -2.72
H -2.44 0.93 -1.99
H -0.68 -0.38 1.20
H -0.48 -1.73 -0.10
H -2.74 -2.94 1.28
H -1.92 -1.83 2.70
H -0.13 -3.72 0.71
H -1.11 -4.42 2.17
H 0.45 -3.76 3.79
H 0.44 -1.93 3.32
H 2.00 -4.17 1.38
H 2.72 -3.76 3.07
H 1.98 -1.14 1.40
H 3.46 -1.56 2.53
H 3.23 -2.87 -0.51
H 4.63 -3.03 0.74
H 5.20 -0.40 0.62
H 5.21 -1.29 -1.14
H 3.10 0.89 -0.07
H 2.52 -0.63 -1.18
H 5.06 0.65 -2.36
H 3.41 0.34 -3.24
H 3.56 2.92 -1.23
H 4.62 2.92 -2.81
H 1.61 2.04 -3.38
H 2.84 3.19 -4.38
H -0.28 4.77 -2.45
H 0.50 5.26 -4.12
H -0.03 3.48 -3.80
H -3.67 2.05 3.46
H -2.25 0.86 3.77
H -1.82 2.98 1.28
H -2.16 3.76 2.96
H -0.11 3.12 4.06
H 0.53 3.18 2.28
H 1.53 0.11 4.36
H 1.96 1.96 4.27
H 2.32 0.74 2.76
H -4.23 -1.84 0.13
H -4.40 0.12 -2.51
H -5.56 -1.30 -2.09
H -5.39 0.18 -0.81
H -2.05 -2.95 -1.43
H -3.84 -3.52 -1.47
H -3.10 -1.22 -3.67
H -4.37 -2.73 -3.63
H -2.52 -3.04 -3.88
```

Output
highest occupied orbital energy = -9.133 eV
SMILES = CCN[C@@](CCCCCCCCCCCCOC)(OC(=O)CCCOC)[C@@H](C)CC
max |F| = 0.17075 hartree/bohr
E = -36419.0157 eV

2.
Entry from the Open Molecules 2025 dataset: 3 unconnected molecules or ions with the total composition C25H52BClIN2O2 (ωB97M-V/def2-TZVPD).

Structure (XYZ):
```
84
C25H52BClIN2O2, DFT ωB97M-V/def2-TZVPD
C -2.11 3.77 -0.24
C -1.83 2.29 -0.45
C -0.65 1.94 -1.38
C -0.75 0.47 -1.76
B -0.36 2.90 -2.68
Cl 1.50 2.55 -3.11
C -1.31 2.59 -4.02
I -0.19 3.04 -5.87
C -2.59 3.43 -4.11
C -3.74 2.79 -3.31
H -1.16 4.30 -0.12
H -2.64 4.22 -1.07
H -2.69 3.93 0.67
H -2.74 1.77 -0.77
H -1.61 1.87 0.54
H 0.24 2.04 -0.76
H -0.80 -0.20 -0.90
H 0.09 0.18 -2.40
H -1.66 0.29 -2.34
H -0.43 4.09 -2.44
H -1.57 1.55 -4.17
H -2.91 3.50 -5.15
H -2.38 4.45 -3.78
H -4.44 2.30 -4.00
H -3.38 2.02 -2.64
H -4.29 3.53 -2.74
C 2.48 -6.27 -3.05
C 1.44 -5.50 -2.23
C 0.25 -5.12 -3.11
C 0.61 -4.07 -4.15
C 1.24 -2.83 -3.51
C 2.36 -3.11 -2.51
N 1.99 -4.25 -1.61
O 1.30 -3.88 -0.60
C 3.70 -3.38 -3.22
C 2.57 -1.87 -1.65
C 1.01 -6.43 -1.11
H 2.08 -7.25 -3.29
H 2.73 -5.80 -4.00
H 3.40 -6.41 -2.49
H -0.55 -4.73 -2.47
H -0.14 -6.02 -3.59
H 1.27 -4.49 -4.91
H -0.30 -3.76 -4.68
H 1.63 -2.16 -4.28
H 0.45 -2.27 -2.99
H 4.47 -3.63 -2.49
H 4.01 -2.48 -3.75
H 3.66 -4.18 -3.96
H 1.65 -1.53 -1.21
H 2.96 -1.07 -2.28
H 3.29 -2.05 -0.85
H 1.86 -6.70 -0.48
H 0.60 -7.35 -1.54
H 0.25 -5.98 -0.47
C 1.04 0.70 3.65
C 0.55 2.16 3.64
C 1.29 2.97 4.70
C 0.91 2.57 6.13
C -0.60 2.63 6.34
C -1.45 1.94 5.26
N -0.92 2.28 3.90
O -1.39 3.38 3.46
C -1.50 0.42 5.48
C -2.88 2.44 5.35
C 0.83 2.69 2.24
H 2.05 0.67 3.25
H 1.08 0.25 4.64
H 0.41 0.08 3.02
H 1.06 4.03 4.56
H 2.37 2.86 4.54
H 1.29 1.57 6.36
H 1.40 3.24 6.83
H -0.86 2.18 7.31
H -0.90 3.68 6.40
H -2.05 -0.05 4.66
H -2.03 0.21 6.41
H -0.53 -0.06 5.55
H -2.94 3.53 5.32
H -3.32 2.10 6.29
H -3.48 2.05 4.52
H 0.29 2.12 1.49
H 1.89 2.61 2.04
H 0.54 3.74 2.14
```

Output
net charge = -1
highest occupied orbital energy (alpha / beta) = -4.809 / -4.809 eV
2S+1 = 3
max |F| = 0.01766 hartree/bohr
⟨S²⟩ = 2.01
E = -55143.2670 eV

3.
Entry from the Open Molecules 2025 dataset: a molecular structure, C25H52Br2I2N2O12P2S2Si2 at a distorted geometry (ωB97M-V/def2-TZVPD).

Structure (XYZ):
```
101
C25H52Br2I2N2O12P2S2Si2, DFT ωB97M-V/def2-TZVPD
C -4.32 -2.29 0.29
N -4.27 -3.75 0.26
C -3.33 -4.30 1.25
Si -1.75 -5.06 0.50
C -0.63 -3.58 0.21
C -0.12 -3.50 -1.25
C -0.81 -2.44 -2.08
O 0.62 -2.39 -1.54
O -1.29 -6.12 1.70
Si -0.19 -7.34 1.66
N 1.50 -6.87 1.93
C 1.94 -5.89 1.38
S 2.74 -4.90 0.48
C -0.36 -8.64 0.33
I -2.16 -9.76 0.42
C 0.54 -8.94 -0.62
C 1.84 -8.19 -0.77
I 0.25 -10.46 -2.05
C -0.54 -8.32 3.29
Br -2.47 -8.11 3.67
C 0.25 -7.76 4.49
C 0.12 -6.25 4.66
Br -0.48 -8.53 6.17
S -2.42 -5.89 -1.44
C -3.89 -6.84 -1.12
O -1.40 -6.65 -2.14
O -2.88 -4.79 -2.28
H -3.53 -1.90 -0.37
H -5.28 -1.93 -0.08
H -4.18 -1.87 1.29
H -5.18 -4.06 0.57
H -2.95 -3.56 1.96
H -3.83 -5.09 1.82
H -1.17 -2.65 0.34
H 0.27 -3.56 0.83
H 0.13 -4.43 -1.77
H -1.12 -1.54 -1.58
H -0.57 -2.38 -3.13
H 2.40 -8.63 -1.59
H 1.60 -7.17 -1.10
H 2.45 -8.21 0.12
H -0.38 -9.39 3.15
H 1.29 -8.09 4.48
H 0.30 -5.95 5.69
H 0.88 -5.73 4.07
H -0.86 -5.89 4.36
H -3.87 -7.29 -0.13
H -4.72 -6.14 -1.15
H -4.00 -7.59 -1.90
O -1.60 2.32 -2.54
P -1.81 3.24 -1.42
O -0.85 4.53 -1.62
C -0.80 5.21 -2.87
C -1.85 6.31 -2.96
O -1.04 2.52 -0.19
C -0.61 1.16 -0.28
C 0.84 1.06 -0.72
O -2.85 3.87 -0.35
C -4.11 4.44 -0.75
C -4.77 3.70 -1.89
H -0.91 4.51 -3.70
H 0.19 5.65 -2.94
H -2.85 5.88 -3.04
H -1.68 6.93 -3.84
H -1.82 6.94 -2.07
H -1.26 0.60 -0.95
H -0.73 0.73 0.71
H 1.03 1.65 -1.61
H 1.11 0.03 -0.91
H 1.49 1.45 0.07
H -3.97 5.49 -0.99
H -4.76 4.40 0.13
H -4.14 3.70 -2.79
H -5.72 4.17 -2.15
H -4.96 2.66 -1.63
O 2.77 8.18 0.43
P 3.75 7.09 0.58
O 4.09 6.51 -0.90
C 4.37 7.40 -1.98
C 5.85 7.75 -2.05
O 2.91 5.85 1.18
C 1.59 6.03 1.71
C 0.54 5.73 0.66
O 5.07 6.58 1.36
C 6.21 7.42 1.56
C 5.87 8.87 1.83
H 3.76 8.30 -1.90
H 4.08 6.88 -2.89
H 6.14 8.40 -1.22
H 6.07 8.28 -2.98
H 6.46 6.85 -2.01
H 1.47 7.04 2.11
H 1.49 5.35 2.55
H 0.72 6.26 -0.27
H -0.46 5.99 1.03
H 0.54 4.67 0.43
H 6.89 7.33 0.71
H 6.74 7.01 2.42
H 5.31 9.31 1.00
H 6.77 9.45 1.98
H 5.24 8.95 2.72
```

Output
highest occupied orbital energy = -8.918 eV
max |F| = 0.11612 hartree/bohr
E = -266612.0542 eV

4.
Entry from the Open Molecules 2025 dataset: 12 unconnected molecules or ions with the total composition C25H52Cl6F12N9O14S4 at a distorted geometry (ωB97M-V/def2-TZVPD).

Structure (XYZ):
```
122
C25H52Cl6F12N9O14S4, DFT ωB97M-V/def2-TZVPD
N -2.43 17.37 -27.07
H -3.28 17.70 -27.50
H -2.17 17.96 -26.28
H -1.79 17.36 -27.87
H -2.57 16.39 -26.77
C -5.03 15.97 -24.44
F -4.97 17.23 -24.86
F -4.24 15.79 -23.37
F -6.26 15.67 -24.06
S -4.61 14.72 -25.83
O -5.06 13.42 -25.32
O -5.37 15.15 -26.97
N -2.94 15.01 -26.11
S -2.32 13.67 -25.77
O -2.26 13.35 -24.34
O -2.70 12.54 -26.62
C -0.52 14.02 -26.35
F 0.24 13.01 -25.93
F -0.40 14.07 -27.66
F -0.05 15.14 -25.78
C -2.09 18.58 -31.34
F -1.65 19.84 -31.18
F -3.27 18.61 -30.70
F -2.28 18.37 -32.64
S -0.87 17.28 -30.59
O -1.67 16.06 -30.56
O 0.21 17.21 -31.57
N -0.58 17.80 -28.94
S 0.97 17.76 -28.91
O 1.51 16.40 -28.87
O 1.66 18.66 -29.80
C 1.35 18.50 -27.19
F 0.88 19.75 -27.07
F 0.88 17.69 -26.21
F 2.67 18.61 -27.06
C -7.49 12.65 -27.64
C -6.75 12.44 -28.90
O -7.01 11.47 -29.55
N -5.96 13.42 -29.32
C -5.23 13.39 -30.54
H -7.47 11.76 -27.01
H -8.55 12.74 -27.88
H -7.18 13.53 -27.08
H -5.84 14.20 -28.68
H -4.59 14.27 -30.54
H -5.82 13.46 -31.45
H -4.53 12.56 -30.69
C -3.50 9.28 -27.71
C -4.55 9.14 -26.64
O -4.99 8.04 -26.37
N -4.96 10.28 -26.04
C -5.94 10.35 -24.97
H -2.81 10.09 -27.48
H -3.99 9.59 -28.63
H -2.88 8.39 -27.76
H -4.53 11.15 -26.30
H -6.62 9.50 -25.01
H -6.47 11.30 -25.04
H -5.47 10.41 -23.98
C 0.56 17.83 -19.31
C 0.62 17.05 -20.63
O 1.69 16.97 -21.24
N -0.45 16.33 -20.95
C -0.65 15.57 -22.17
H 1.58 18.03 -18.98
H 0.03 17.24 -18.56
H 0.09 18.78 -19.56
H -1.21 16.44 -20.30
H -1.62 15.87 -22.57
H -0.69 14.52 -21.86
H 0.12 15.83 -22.89
C -9.05 17.46 -18.27
C -7.96 17.21 -19.32
O -6.89 17.80 -19.29
N -8.25 16.35 -20.30
C -7.43 15.99 -21.46
H -9.53 18.41 -18.48
H -8.53 17.61 -17.32
H -9.69 16.58 -18.21
H -9.12 15.84 -20.25
H -7.98 15.39 -22.19
H -6.64 15.27 -21.27
H -7.07 16.89 -21.96
C -0.25 19.54 -23.44
C -1.68 19.64 -23.94
O -1.92 19.13 -25.01
N -2.63 20.37 -23.28
C -4.03 20.52 -23.67
H 0.41 20.13 -24.08
H 0.12 18.51 -23.42
H -0.14 19.87 -22.40
H -2.39 20.79 -22.39
H -4.76 20.73 -22.89
H -4.31 19.54 -24.07
H -4.17 21.27 -24.44
C -1.15 8.61 -30.87
C -0.82 9.94 -30.17
O -0.02 10.02 -29.26
N -1.56 10.99 -30.53
C -1.48 12.26 -29.82
H -1.44 7.79 -30.21
H -0.38 8.23 -31.54
H -2.11 8.76 -31.37
H -1.94 10.97 -31.46
H -0.52 12.75 -30.02
H -1.55 12.03 -28.76
H -2.29 12.89 -30.17
C -8.85 17.38 -25.47
Cl -9.82 15.99 -25.00
Cl -9.90 18.68 -26.12
H -8.30 17.65 -24.58
H -8.14 17.10 -26.25
C -3.92 12.30 -21.97
Cl -4.02 11.22 -20.60
Cl -5.52 13.06 -22.19
H -3.12 13.02 -21.81
H -3.72 11.58 -22.76
C 2.23 12.28 -28.45
Cl 3.59 11.21 -28.33
Cl 2.12 13.06 -30.03
H 1.36 11.72 -28.13
H 2.46 13.07 -27.73
```

Output
net charge = -1
highest occupied orbital energy = -7.134 eV
max |F| = 0.13637 hartree/bohr
E = -219931.9684 eV

5.
Entry from the Open Molecules 2025 dataset: 3 unconnected molecules or ions with the total composition C25H53N4O4 at a distorted geometry (ωB97M-V/def2-TZVPD).

Structure (XYZ):
```
86
C25H53N4O4, DFT ωB97M-V/def2-TZVPD
C 5.16 0.08 1.47
C 5.15 -1.31 0.56
C 4.58 -0.86 -0.95
C 5.78 -0.49 -2.00
C 5.56 0.91 -2.83
C 4.02 1.20 -3.32
C 3.58 2.68 -2.75
C 3.72 2.87 -1.13
C 3.27 4.45 -0.82
C 1.86 4.57 0.01
C 0.71 3.52 -0.48
C -0.80 4.22 -0.64
C -1.72 3.10 -1.44
C -3.30 3.11 -1.02
C -3.69 2.04 0.18
C -5.08 1.22 -0.13
C -5.09 0.49 -1.63
C -5.05 -1.15 -1.54
O -3.98 -1.65 -0.62
N -4.36 -2.90 -0.28
O -3.59 -3.70 -0.79
N -4.00 1.09 -2.51
C -4.13 2.61 -2.38
H 4.71 -0.18 2.52
H 6.24 0.54 1.51
H 4.46 0.87 0.97
H 6.25 -1.71 0.42
H 4.42 -2.14 1.01
H 3.73 -0.07 -0.85
H 4.07 -1.85 -1.37
H 6.03 -1.32 -2.79
H 6.77 -0.34 -1.36
H 6.06 1.79 -2.22
H 6.22 0.81 -3.82
H 4.04 1.29 -4.51
H 3.26 0.34 -3.09
H 4.32 3.46 -3.26
H 2.50 2.96 -3.16
H 4.84 2.80 -0.72
H 3.11 2.09 -0.49
H 3.23 5.08 -1.84
H 4.11 4.98 -0.16
H 1.46 5.68 -0.18
H 2.12 4.50 1.17
H 0.63 2.65 0.31
H 0.94 3.04 -1.54
H -0.66 5.19 -1.33
H -1.26 4.52 0.41
H -1.53 3.28 -2.59
H -1.29 2.04 -1.10
H -3.62 4.19 -0.70
H -3.84 2.61 1.22
H -2.80 1.27 0.28
H -5.20 0.36 0.69
H -6.00 1.96 -0.07
H -6.12 0.79 -2.13
H -4.85 -1.62 -2.60
H -6.07 -1.56 -1.13
H -3.04 0.76 -2.26
H -4.18 0.81 -3.50
H -3.60 3.12 -3.32
H -5.25 2.98 -2.36
C -2.27 0.00 4.74
C -1.86 -0.32 3.33
O -1.22 0.48 2.64
N -2.22 -1.53 2.81
C -2.97 -2.58 3.45
H -1.91 1.00 5.01
H -3.36 -0.01 4.83
H -1.82 -0.73 5.43
H -1.91 -1.66 1.86
H -2.35 -3.48 3.46
H -3.87 -2.77 2.86
H -3.25 -2.33 4.48
C -0.25 -5.16 1.28
C -0.57 -5.67 2.66
O -0.89 -4.92 3.58
N -0.50 -7.02 2.87
C -0.15 -8.05 1.93
H -0.35 -4.07 1.26
H 0.78 -5.41 1.01
H -0.95 -5.58 0.55
H -0.73 -7.29 3.82
H -0.99 -8.75 1.86
H 0.72 -8.58 2.32
H 0.08 -7.65 0.94
```

Output
net charge = +1
highest occupied orbital energy = -11.040 eV
max |F| = 0.09876 hartree/bohr
E = -40918.0459 eV